Density functional theory data (ωB97M-V/def2-TZVPD) for a gas-phase ion, C5H13N2 (charge +1) at a distorted geometry.

```
20
Properties=species:S:1:pos:R:3:forces:R:3:nbo_charge:R:1
N -0.168 2.029 1.305 0.6624 0.1242 -0.4583 -0.87
C -1.006 0.862 1.465 0.0771 -0.5915 -0.0557 -0.21
C -1.421 0.252 0.090 -0.7508 1.3328 1.2778 -0.42
C -0.393 0.396 -1.000 -0.0238 0.2196 0.6296 -0.39
C 1.011 -0.173 -0.669 0.6765 0.2136 -1.3959 -0.53
C 1.058 -1.607 -0.419 -0.8035 0.5071 -0.2091 0.36
N 1.660 -2.492 -1.129 -0.8650 0.0403 0.8065 -0.60
H 0.237 2.386 2.156 -0.0354 -0.2278 0.3025 0.38
H -0.659 2.806 0.894 -0.2625 0.1046 -0.1426 0.37
H -1.889 1.097 2.068 -0.1462 -0.3928 -0.1546 0.20
H -0.462 0.073 1.992 0.2255 0.2898 0.2893 0.17
H -2.280 0.876 -0.187 -0.0734 -0.4645 -0.4234 0.23
H -1.785 -0.759 0.268 -0.0473 -0.1113 -0.1832 0.20
H -0.849 0.057 -1.931 0.5571 -0.2890 -0.1398 0.23
H -0.194 1.461 -1.097 0.0016 0.0295 -0.2250 0.25
H 1.658 0.083 -1.517 0.0876 -0.1787 0.0556 0.24
H 1.449 0.359 0.180 -0.4003 0.0196 0.3104 0.31
H 0.419 -1.967 0.381 0.3243 -0.2933 0.2557 0.22
H 1.509 -3.445 -0.844 0.3219 -0.5146 -0.3112 0.44
H 2.108 -2.295 -2.005 0.4739 0.1824 -0.2287 0.44
```
Forces are in eV/Å.

## Properties
Energy ... -307.55744 a.u.
Energy relative to the best compared isomer or geometry (same formula, charge and spin) ... 168.5 kJ/mol
SMILES string ... NCCCCC=[NH2+]
Gap between HOMO and LUMO ... 7.87 eV
HOMO energy ... -12.62 eV
Charge ... +1
Maximum force ... 1.99 eV/Å

=====

Density functional theory data (ωB97M-V/def2-TZVPD) for 10 unconnected molecules or ions with the total composition C48H63ClF31N4O20 at a distorted geometry.

```
167
Properties=species:S:1:pos:R:3:forces:R:3:lowdin_charge:R:1
O 3.064 2.184 2.377 -1.0599 -0.7088 1.2793 0.13
C 3.613 3.093 1.855 0.6409 0.6272 -1.3086 -0.50
O 3.748 3.090 0.481 0.1953 1.0413 0.3552 0.07
C 4.249 4.280 2.553 0.4420 -0.3602 0.0672 -0.07
C 3.336 4.939 3.611 0.4779 0.3312 -0.1016 -0.12
C 2.406 6.040 3.017 -0.1658 -0.6950 1.0844 -0.11
N 2.074 5.797 1.628 0.5097 0.5505 -1.2463 0.00
C 2.658 6.554 0.467 -0.3052 0.8530 -0.1728 -0.11
C 3.539 7.750 0.831 0.3016 0.0807 -0.1536 -0.13
C 5.019 7.437 1.133 -0.5393 0.9679 0.3635 -0.20
F 5.499 6.538 0.199 -0.0217 -0.2805 0.2426 -0.04
C 1.251 4.850 1.212 -0.9636 -1.0335 0.5011 -0.28
N 0.960 4.593 -0.075 0.7059 0.9971 -1.8891 0.17
C 0.137 3.572 -0.149 1.2452 1.2663 1.0993 -0.75
Cl -0.522 2.838 -1.513 0.1479 0.1886 0.2996 0.86
N -0.078 3.172 1.090 -2.1568 -2.7040 -2.0202 0.11
N 0.563 3.936 1.964 0.6236 1.0605 1.4761 0.04
C 0.425 3.590 3.372 -0.9456 -1.6777 1.3475 -0.09
C -1.040 3.198 3.767 0.8137 0.2581 -0.5915 -0.01
C -2.096 4.174 3.247 -0.5974 -1.2423 1.2056 -0.64
F -3.056 4.348 4.153 -0.2949 0.0861 0.5312 0.15
F -1.639 5.382 2.961 0.4599 0.4061 -0.6290 0.17
F -2.712 3.623 2.188 0.3308 0.4721 -0.8465 0.12
H 2.878 3.074 0.058 0.1873 -0.4635 -0.1116 0.08
H 5.131 3.901 3.092 -0.2282 -0.0810 -0.1892 0.15
H 4.638 4.950 1.781 -0.2208 0.0273 0.2794 0.10
H 4.005 5.423 4.335 -0.2812 -0.0555 -0.0837 0.12
H 2.808 4.166 4.176 0.0653 0.0683 -0.2264 0.10
H 2.898 6.995 3.205 -0.1098 -0.0509 -0.8315 0.12
H 1.460 6.141 3.570 0.2946 -0.1382 0.0027 0.12
H 3.158 5.879 -0.236 0.0445 -0.0318 0.4300 0.12
H 1.791 6.952 -0.077 0.2403 -0.0970 0.0797 0.13
H 3.071 8.339 1.633 0.3136 -0.1280 -0.0834 0.12
H 3.533 8.427 -0.035 -0.0904 -0.3224 0.0652 0.12
H 5.622 8.349 1.041 -0.1932 -0.1308 -0.0121 0.12
H 5.160 7.082 2.165 0.0949 -0.3903 -0.3866 0.11
H -0.676 2.362 1.202 0.1310 0.1524 1.2682 0.18
H 1.008 2.673 3.559 0.1168 0.4071 -0.1434 0.13
H 0.748 4.315 4.109 0.2051 0.5032 -0.7973 0.12
H -1.256 2.197 3.380 -0.2309 0.2288 0.0874 0.13
H -1.107 3.120 4.857 0.0963 0.1918 -0.2243 0.15
C 7.689 8.129 -3.954 0.1115 0.2363 0.2289 -0.06
C 6.296 8.536 -4.385 0.3201 -0.5057 -0.3352 -0.20
O 5.709 9.454 -3.443 -0.2722 0.2857 0.2177 0.02
C 6.099 10.724 -3.547 0.1773 -0.7341 -0.4856 -0.40
O 6.881 11.148 -4.341 -0.0604 0.3600 0.1686 0.18
C 5.361 11.582 -2.513 -0.4949 0.8514 0.7308 -0.53
F 5.356 11.010 -1.293 0.1014 -0.1770 -0.2019 0.14
F 4.076 11.772 -2.862 0.1803 -0.3033 -0.1745 0.16
F 5.907 12.788 -2.379 0.1885 -0.3036 -0.2276 0.18
H 7.672 7.723 -2.942 -0.0587 -0.1091 -0.0631 0.08
H 8.094 7.377 -4.631 -0.0533 0.0004 -0.0068 0.09
H 8.365 8.984 -3.947 -0.0154 -0.0095 -0.1205 0.08
H 5.645 7.664 -4.406 -0.1631 0.1552 0.1941 0.12
H 6.293 8.966 -5.386 0.0191 0.2086 0.1155 0.13
C 5.717 0.029 0.473 0.1050 -0.3010 -0.1805 -0.04
C 4.333 -0.335 0.967 0.3398 0.4977 0.1842 -0.20
O 3.800 -1.459 0.241 -0.2775 -0.2947 -0.1684 0.04
C 4.228 -2.660 0.615 0.2061 0.8324 0.3512 -0.39
O 5.010 -2.879 1.490 -0.0445 -0.4015 -0.1208 0.18
C 3.524 -3.736 -0.219 -0.2467 -0.7489 -0.6410 -0.53
F 3.519 -3.438 -1.526 0.0587 0.2234 0.2299 0.16
F 2.236 -3.861 0.169 0.2317 0.3171 0.1895 0.14
F 4.100 -4.930 -0.091 0.0298 0.3007 0.2485 0.17
H 5.704 0.205 -0.603 -0.0601 0.1257 0.0407 0.08
H 6.078 0.928 0.974 -0.0491 0.0039 -0.0001 0.08
H 6.427 -0.776 0.659 -0.0093 0.0405 0.1198 0.08
H 3.650 0.489 0.791 -0.1620 -0.2138 -0.1761 0.09
H 4.327 -0.537 2.039 0.0145 -0.2328 -0.0637 0.13
C 1.220 -5.733 -1.956 -0.0236 -0.2773 -0.4699 -0.05
C -0.205 -5.241 -1.818 0.3956 0.0047 0.6036 -0.19
O -0.836 -5.095 -3.105 -0.2596 0.0857 -0.3123 0.04
C -1.298 -6.215 -3.648 0.3810 0.1452 0.8308 -0.38
O -1.230 -7.304 -3.157 -0.3048 0.3647 -0.2169 0.15
C -1.982 -5.913 -4.987 -0.3997 0.1835 -1.0592 -0.53
F -1.248 -5.101 -5.763 0.0898 -0.0749 0.3277 0.16
F -3.166 -5.308 -4.789 0.1555 -0.0898 0.2492 0.16
F -2.210 -7.024 -5.689 0.1083 0.0052 0.3788 0.17
H 1.785 -5.074 -2.616 0.0090 0.0876 0.1032 0.08
H 1.706 -5.765 -0.987 -0.0628 -0.0635 0.0134 0.06
H 1.259 -6.731 -2.392 -0.1009 -0.0257 0.0909 0.08
H -0.208 -4.252 -1.362 -0.1373 0.0867 -0.2528 0.12
H -0.799 -5.894 -1.178 -0.0554 -0.1032 -0.2000 0.13
C -4.928 -4.502 -1.390 0.3521 0.0606 0.0111 -0.05
C -5.574 -4.746 -0.044 -0.4647 0.0919 -0.5777 -0.18
O -4.582 -5.078 0.947 0.2452 -0.0139 0.4326 0.04
C -3.908 -4.056 1.462 -0.7070 -0.0534 -0.6066 -0.40
O -4.057 -2.905 1.171 0.4951 0.0414 0.2152 0.15
C -2.924 -4.559 2.524 0.6128 -0.3717 0.6881 -0.53
F -2.234 -5.629 2.099 -0.1583 0.1838 -0.1327 0.16
F -3.569 -4.917 3.644 -0.1013 0.1184 -0.2614 0.17
F -2.034 -3.618 2.857 -0.2226 0.0453 -0.2197 0.16
H -4.321 -5.360 -1.685 -0.1336 -0.0678 -0.0263 0.08
H -5.685 -4.326 -2.153 -0.0218 -0.0353 0.0341 0.09
H -4.265 -3.637 -1.357 -0.1013 0.0639 0.0067 0.08
H -6.246 -5.600 -0.102 0.1964 -0.1316 0.2138 0.13
H -6.166 -3.891 0.281 0.2525 -0.0248 0.0777 0.11
C -5.481 2.946 2.323 0.0306 -0.2871 -0.1504 -0.07
C -6.869 2.472 2.698 0.1480 0.5874 0.2142 -0.18
O -7.236 1.304 1.942 -0.1677 -0.3806 -0.1357 0.03
C -6.733 0.149 2.370 0.0672 0.8136 0.3404 -0.39
O -6.011 0.012 3.313 0.0031 -0.3755 -0.1203 0.18
C -7.250 -1.001 1.496 -0.2701 -0.8372 -0.6490 -0.52
F -7.165 -0.714 0.186 0.0502 0.1938 0.2292 0.17
F -8.542 -1.260 1.764 0.4275 0.0705 0.2009 0.15
F -6.565 -2.127 1.695 -0.1197 0.4114 0.3249 0.16
H -5.414 3.116 1.246 -0.0824 0.1053 0.0275 0.09
H -5.239 3.872 2.841 -0.1028 0.0025 0.0107 0.07
H -4.730 2.200 2.579 -0.0711 -0.0066 0.1230 0.07
H -7.603 3.237 2.454 -0.1165 -0.2114 -0.1739 0.13
H -6.951 2.274 3.767 0.0548 -0.2189 -0.0597 0.13
C -10.692 0.475 1.454 -0.0778 0.3647 0.1849 -0.07
C -12.090 0.909 1.072 0.2836 -0.4827 -0.3220 -0.18
O -12.632 1.823 2.043 -0.2371 0.3033 0.1700 0.04
C -12.224 3.084 1.947 0.1393 -0.7098 -0.4952 -0.40
O -11.455 3.506 1.134 -0.0170 0.3489 0.1884 0.17
C -12.915 3.941 3.014 -0.4288 0.6048 0.7558 -0.54
F -12.892 3.352 4.219 0.1127 -0.0783 -0.2532 0.16
F -14.202 4.154 2.696 0.2122 -0.1720 -0.1618 0.17
F -12.330 5.134 3.141 0.0865 -0.2562 -0.2230 0.17
H -10.683 0.057 2.461 -0.0776 -0.1170 -0.0666 0.09
H -10.320 -0.271 0.758 -0.1274 0.0157 -0.0584 0.08
H -10.004 1.322 1.452 -0.0051 -0.0190 -0.1255 0.07
H -12.756 0.048 1.059 -0.1523 0.1557 0.2132 0.13
H -12.117 1.352 0.076 0.0201 0.2101 0.1186 0.13
C 3.391 -5.368 3.189 0.3107 0.1011 0.1331 -0.06
C 2.633 -5.690 4.459 -0.3645 0.0101 -0.6094 -0.19
O 3.536 -5.989 5.538 0.1586 -0.0252 0.3819 0.04
C 4.083 -4.940 6.143 -0.5852 -0.0572 -0.6307 -0.39
O 3.886 -3.794 5.862 0.2286 0.0889 0.2972 0.16
C 4.984 -5.408 7.292 0.7125 -0.3010 0.7391 -0.54
F 5.783 -6.418 6.921 -0.2051 0.1522 -0.1411 0.17
F 4.247 -5.839 8.330 -0.1188 0.1120 -0.2718 0.16
F 5.765 -4.422 7.737 -0.2589 0.0207 -0.2433 0.17
H 4.077 -6.178 2.935 -0.1136 -0.0590 -0.0417 0.09
H 2.700 -5.218 2.359 -0.0548 -0.0593 0.0527 0.07
H 3.992 -4.466 3.305 -0.0837 0.0340 -0.0057 0.07
H 2.026 -6.582 4.313 0.1625 -0.1121 0.2377 0.13
H 1.958 -4.883 4.742 0.1767 0.0720 0.1338 0.13
C -0.766 -9.928 -4.063 0.0278 -0.6921 0.0697 -0.06
C 0.351 -10.308 -5.011 -0.4089 0.4952 -0.0826 -0.19
O 1.153 -11.376 -4.473 0.3069 -0.2977 0.0253 0.03
C 0.651 -12.602 -4.597 -0.2850 0.7785 -0.2831 -0.40
O -0.393 -12.877 -5.109 0.0874 -0.3755 0.0744 0.17
C 1.631 -13.629 -4.019 0.5750 -0.7338 0.4496 -0.54
F 2.104 -13.250 -2.821 -0.1678 0.1250 -0.1819 0.16
F 2.689 -13.792 -4.833 -0.2255 0.2042 -0.0392 0.16
F 1.058 -14.823 -3.862 -0.1308 0.2897 -0.1384 0.17
H -0.367 -9.682 -3.080 0.0338 0.1326 -0.0687 0.08
H -1.313 -9.076 -4.443 0.0153 -0.0344 -0.0751 0.05
H -1.465 -10.754 -3.928 0.0207 -0.0192 -0.1224 0.09
H 1.025 -9.462 -5.147 0.2142 -0.1915 0.1018 0.12
H -0.030 -10.579 -5.995 0.0115 -0.2202 0.0811 0.13
C 2.659 1.569 -7.208 0.3064 0.1413 0.1418 -0.06
C 1.799 1.163 -6.031 -0.2869 -0.0306 -0.7041 -0.19
O 2.589 1.023 -4.832 0.1293 -0.0078 0.4814 0.04
C 2.897 2.147 -4.200 -0.5350 -0.2153 -0.8019 -0.40
O 2.578 3.250 -4.536 0.1667 0.1648 0.4201 0.17
C 3.699 1.829 -2.933 0.9220 -0.1513 0.7094 -0.53
F 4.674 0.943 -3.160 -0.2520 0.0590 -0.1604 0.17
F 2.903 1.309 -1.973 -0.2302 0.0958 -0.1674 0.14
F 4.272 2.920 -2.416 -0.3399 0.0152 -0.2786 0.16
H 3.482 0.866 -7.340 -0.1049 -0.0836 -0.0482 0.09
H 2.067 1.596 -8.122 -0.0304 -0.0370 0.0396 0.09
H 3.099 2.555 -7.054 -0.1132 0.0352 -0.0172 0.08
H 1.354 0.187 -6.217 0.1536 -0.0812 0.2618 0.13
H 0.981 1.865 -5.867 0.1579 0.1082 0.1629 0.12
```
Forces are in eV/Å.

## Properties
Energy ... -7146.62042 a.u.
Gap between HOMO and LUMO ... 9.05 eV
HOMO energy ... -12.13 eV
Charge ... +1
Maximum force ... 4.01 eV/Å

=====

Density functional theory data (ωB97M-V/def2-TZVPD) for 3 unconnected molecules or ions with the total composition C9H15N2O8S2 at a distorted geometry.

```
36
Properties=species:S:1:pos:R:3:forces:R:3:nbo_charge:R:1
C 1.652 -4.307 0.843 0.6385 1.6850 -0.2163 -0.30
C 2.085 -3.049 0.282 0.2748 -0.9438 0.6499 -0.34
C 3.553 -2.700 -0.243 1.5389 -0.1822 -0.3768 0.17
C 4.876 -2.377 0.575 -3.6125 -0.8893 -5.0943 -0.05
N 5.851 -2.110 -0.486 -3.8396 -0.7192 -1.8581 -0.50
C 5.252 -2.218 -1.824 -1.7678 -0.5405 2.6714 0.23
N 3.843 -2.593 -1.703 4.8467 1.3034 4.0279 -0.51
H 1.274 -4.279 1.944 -0.8588 0.1499 -2.5971 0.23
H 1.616 -5.320 0.307 1.5391 1.3538 1.2180 0.22
H 1.304 -2.182 0.241 2.1438 -1.1017 1.3345 0.31
H 5.000 -2.347 1.712 0.0676 0.0042 -2.2007 0.30
H 6.836 -1.833 -0.307 -1.0984 -0.3095 -0.4450 0.47
H 5.762 -2.034 -2.831 -0.6496 -0.3108 1.9776 0.27
H 3.160 -2.757 -2.473 0.9762 0.2260 0.9648 0.48
C -1.200 0.021 -2.556 -0.4116 0.4796 -0.3859 -0.10
C -0.403 1.233 -2.096 0.3395 -0.1946 -0.4037 -0.10
O -0.658 1.336 -0.696 -0.0878 -1.0579 0.2597 -0.67
S -0.879 -0.151 -0.084 -1.3967 -0.0513 -0.0344 2.53
O 0.366 -0.587 0.494 -0.8868 0.3025 -0.2041 -0.93
O -2.117 -0.169 0.635 2.2625 -4.3682 -2.9576 -0.84
O -1.083 -0.931 -1.497 0.7130 0.3328 0.5033 -0.69
H -2.258 0.267 -2.677 0.0976 0.0332 -0.0148 0.21
H -0.815 -0.396 -3.488 0.0117 -0.1274 0.2328 0.21
H -0.702 2.147 -2.610 -0.1001 -0.0300 0.3242 0.23
H 0.671 1.074 -2.233 -0.0418 0.0267 -0.0807 0.18
C -4.008 4.381 2.231 -0.6007 0.3087 -0.1138 -0.10
C -4.810 3.128 2.552 0.1794 0.1659 0.6746 -0.10
O -4.523 2.220 1.488 0.7144 0.3430 -0.6837 -0.67
S -3.004 2.472 0.972 0.0727 0.1123 0.9591 2.52
O -2.149 1.506 1.605 -1.1635 5.3708 1.3824 -0.88
O -3.036 2.673 -0.448 -0.0045 -0.3920 0.9812 -0.90
O -2.771 3.911 1.693 -0.1399 -0.7341 -0.1843 -0.68
H -4.506 4.983 1.465 -0.0218 -0.0231 0.0907 0.19
H -3.830 4.995 3.115 0.2051 -0.1491 -0.1336 0.22
H -5.881 3.324 2.612 0.1119 -0.1625 -0.2453 0.22
H -4.471 2.671 3.487 -0.0517 0.0895 -0.0220 0.19
```
Forces are in eV/Å.

## Properties
Energy ... -1859.20308 a.u.
Energy relative to the best compared isomer or geometry (same formula, charge and spin) ... 718.7 kJ/mol
Gap between HOMO and LUMO ... 7.88 eV
HOMO energy ... -11.65 eV
Charge ... +1
Maximum force ... 6.44 eV/Å

=====

Among the records above, which one has the highest energy?
C5H13N2